Entry 1:
15
Properties=species:S:1:pos:R:3:forces:R:3:lowdin_charge:R:1 method="wB97M-V/def2-TZVPD" charge=+1 total_energy_ha=-287.1690 relative_energy_kcal_mol=17.1 homo_lumo_gap_ev=11.4
C 0.53427 0.63305 -0.70180 1.29 -0.14 -2.10 -0.18
C 1.13739 0.02090 -1.74044 -0.30 -0.18 1.13 0.07
N 0.12492 -0.10427 0.47209 1.45 -1.47 0.08 0.13
H 0.55445 1.70642 -0.60392 -0.56 0.11 -0.08 0.11
H 1.45078 0.60927 -2.59381 0.07 0.02 0.17 0.07
H 1.42279 -1.06159 -1.76492 -0.72 1.03 0.02 0.09
H 1.07123 -0.31427 0.89937 -1.71 0.14 0.36 0.19
H -0.49292 0.44056 1.10780 0.47 -0.09 -0.17 0.12
H -0.28239 -1.06778 0.12032 0.18 1.08 0.78 0.09
H -1.71417 -2.67431 -0.42087 0.61 -0.16 -0.11 0.10
H -0.18129 -3.14325 -0.67046 -1.24 0.91 0.30 0.12
O -0.78629 -2.38179 -0.46066 0.48 -1.14 -0.32 -0.03
H -0.61811 2.34927 2.87353 -0.47 0.19 -0.91 0.08
H -1.32834 2.87049 1.52199 0.32 -0.30 0.73 0.08
O -0.89230 2.11734 1.96176 0.14 0.00 0.13 -0.06

***

Entry 2:
15
Properties=species:S:1:pos:R:3:forces:R:3:lowdin_charge:R:1 method="wB97M-V/def2-TZVPD" charge=+2 total_energy_ha=-286.5572 relative_energy_kcal_mol=57.0 spin_multiplicity=2 s2=0.759 homo_lumo_gap_ev="10.9 / 4.4"
C -0.08645 -1.94002 -0.15723 -0.39 -1.17 1.58 0.03
C 1.30197 0.00204 -0.28788 0.66 0.91 2.10 0.24
N 0.64360 -0.86042 0.46723 -0.93 -0.24 -1.70 0.11
H -0.65997 -2.47774 0.60859 -0.24 0.39 0.18 0.14
H 0.56943 -2.80146 -0.41664 0.31 0.44 -0.44 0.17
H -0.73866 -1.65762 -0.96085 0.24 0.22 -0.65 0.10
H 1.08388 0.16772 -1.31172 -0.27 -0.38 -1.00 0.14
H 2.18733 0.48136 0.11824 0.04 -0.05 0.05 0.15
H 0.61605 -0.79945 1.48489 0.71 -0.09 0.11 0.21
H -2.58522 1.20844 -0.42550 -0.37 0.04 -0.24 0.14
H -2.14253 0.06528 -1.46301 -0.47 0.46 -0.07 0.13
O -2.17711 0.32818 -0.52193 0.80 -0.41 0.27 0.21
H 0.72584 2.38068 1.42980 0.34 -0.42 0.07 0.12
H 0.25948 2.72624 0.04199 0.23 -0.22 -0.38 0.11
O 0.70814 2.01309 0.52775 -0.65 0.52 0.12 0.00

***

Entry 3:
16
Properties=species:S:1:pos:R:3:forces:R:3:lowdin_charge:R:1 method="wB97M-V/def2-TZVPD" charge=-1 total_energy_ha=-685.6238 relative_energy_kcal_mol=27.5 homo_lumo_gap_ev=5.4
C 0.07080 -0.99957 0.52384 -0.54 1.55 -1.88 -0.43
C 0.59114 -2.11423 1.33953 -0.39 -2.00 -0.82 -0.92
S 1.40540 -1.69031 2.84522 -0.16 0.25 1.14 0.12
N -1.11635 -0.24569 1.12718 2.21 -0.26 -0.75 -0.03
H 0.73093 -0.14392 0.36123 0.84 -0.50 0.21 0.07
H -0.01071 -1.46618 -0.54554 -1.06 1.15 1.51 0.12
H -0.29525 -2.86807 1.28947 1.00 0.81 0.91 0.07
H 1.32419 -2.65164 0.72420 0.02 0.08 -0.21 0.02
H -1.88241 -0.86686 1.07877 -1.13 -0.62 0.59 0.03
H -0.79791 -0.07915 2.10794 -0.57 -0.55 -0.80 0.05
H 1.01783 2.66828 -4.90440 0.41 -0.79 0.81 0.05
H 1.69343 1.72156 -3.81405 0.81 0.45 0.86 0.01
O 1.07623 1.77058 -4.51964 -1.23 0.33 -1.66 -0.06
H -1.19795 1.72722 0.34857 -0.29 -1.19 -0.36 -0.03
H -1.04517 2.66753 1.42698 -0.45 0.34 -0.18 0.03
O -1.56417 2.57045 0.61071 0.53 0.94 0.65 -0.11

***

Entry 4:
16
Properties=species:S:1:pos:R:3:forces:R:3:lowdin_charge:R:1 method="wB97M-V/def2-TZVPD" charge=-1 total_energy_ha=-685.6526 relative_energy_kcal_mol=9.4 homo_lumo_gap_ev=6.2
C -0.20899 -0.49210 0.07926 -0.32 -0.43 0.44 -0.38
C -0.51117 -1.43424 -1.12812 0.61 0.26 -0.09 -0.76
S 0.85578 -1.62191 -2.33874 -0.14 0.29 0.06 0.08
N 1.19839 -0.28060 0.43289 0.08 0.41 -0.55 -0.07
H -0.74604 0.45412 -0.04969 0.45 0.23 -0.20 0.07
H -0.64471 -0.92309 0.98566 -0.27 -0.08 -0.01 0.09
H -0.72599 -2.43613 -0.76091 -0.28 -0.02 0.15 0.01
H -1.39546 -1.02632 -1.62716 -0.09 -0.22 0.02 0.01
H 1.54642 -1.19918 0.67268 0.21 -0.18 0.04 0.06
H 1.67692 -0.09586 -0.45765 -0.15 -0.26 -0.03 0.00
H 2.69145 0.86261 1.14151 -0.21 0.03 0.29 -0.02
H 3.24416 2.27635 1.06310 0.06 -0.11 0.08 0.02
O 3.37510 1.44396 1.53091 -0.01 0.12 -0.22 -0.11
H -3.87316 1.33584 -0.49166 0.06 0.00 0.02 0.03
H -2.81425 1.38273 0.59705 0.04 -0.01 -0.02 0.02
O -3.66847 1.75383 0.35088 -0.04 -0.02 -0.01 -0.07

***

Entry 5:
16
Properties=species:S:1:pos:R:3:forces:R:3:lowdin_charge:R:1 method="wB97M-V/def2-TZVPD" charge=-1 total_energy_ha=-362.6680 relative_energy_kcal_mol=24.7 homo_lumo_gap_ev=6.9
C 0.17969 0.24267 -0.07748 1.27 1.83 -0.60 -0.51
O -0.90454 -0.42354 -0.42520 0.03 -0.23 -0.12 -0.30
C 0.34540 1.64055 -0.84240 -1.83 -0.14 1.36 -0.28
N -0.99919 2.32742 -0.80676 1.45 -0.28 0.71 -0.05
H 1.21001 -0.13222 -0.30813 -0.11 -1.02 -0.01 0.07
H 0.28561 0.53099 1.00127 -0.37 -0.12 0.08 0.08
H 0.61716 1.50825 -1.88896 0.49 -0.16 0.05 0.08
H 1.05365 2.21217 -0.23333 0.32 0.13 -0.51 0.07
H -1.61441 1.55356 -0.55208 -0.27 0.01 -0.42 0.03
H -1.15538 2.59257 -1.75296 -0.77 0.16 -0.58 0.01
H -2.14409 -1.38011 -0.49928 0.44 0.05 0.18 -0.05
H -3.57878 -1.24074 -0.93210 -0.60 0.54 -0.31 -0.02
O -2.98500 -1.89407 -0.59638 -0.02 -0.82 0.19 -0.13
H 2.76626 -2.06670 2.13092 0.52 -0.46 0.58 0.05
H 3.39823 -3.17836 3.07515 -0.31 0.38 -0.37 0.03
O 3.52541 -2.29244 2.70772 -0.24 0.11 -0.23 -0.08

***

Entry 6:
16
Properties=species:S:1:pos:R:3:forces:R:3:lowdin_charge:R:1 method="wB97M-V/def2-TZVPD" charge=-1 total_energy_ha=-362.6943 relative_energy_kcal_mol=8.2 homo_lumo_gap_ev=8.2
C -1.19758 -0.22914 -0.32415 -0.42 0.17 0.90 -0.41
O -0.78471 0.61881 0.69673 0.09 0.19 -0.55 -0.35
C -0.07512 -0.70713 -1.22802 0.65 -0.31 -1.00 -0.30
N 0.74991 -1.84032 -0.69452 0.10 0.76 -0.28 -0.02
H -1.66291 -1.11742 0.16103 0.06 -0.12 -0.52 0.10
H -2.01549 0.23057 -0.94950 0.56 -0.17 0.15 0.09
H -0.43215 -0.98646 -2.22179 -0.70 -0.81 0.07 0.08
H 0.56362 0.10415 -1.59232 0.13 0.64 0.91 0.09
H 1.55279 -1.88787 -1.32629 -0.18 -0.24 0.17 0.04
H 1.17028 -1.54574 0.19086 -0.36 -0.02 -0.01 0.03
H -0.33425 2.15861 0.05976 0.59 -0.56 0.94 -0.02
H 0.83984 3.24074 0.42903 -0.02 -0.61 0.47 -0.01
O 0.13305 3.00493 -0.16332 -0.48 0.99 -1.22 -0.13
H 0.68750 -0.13705 3.04290 0.17 -0.19 0.10 -0.01
H 0.09704 -0.17870 1.63642 0.03 -0.15 -0.14 -0.02
O 0.70818 -0.72799 2.28317 -0.21 0.43 0.02 -0.18

***

Entry 7:
17
Properties=species:S:1:pos:R:3:forces:R:3:lowdin_charge:R:1 method="wB97M-V/def2-TZVPD" charge=+1 total_energy_ha=-437.2142 relative_energy_kcal_mol=308.8 homo_lumo_gap_ev=4.0
O 1.56229 -0.76670 -0.37619 1.59 -0.04 4.90 0.03
C 1.80526 -0.79998 0.92674 -1.76 -2.97 -6.60 -0.15
O -0.11005 1.29894 -1.34525 -0.47 1.18 0.72 -0.04
C 1.51097 0.29553 1.75604 -2.18 5.01 -0.21 0.04
N 1.38909 1.59853 1.18965 0.74 -2.97 1.68 0.20
H -1.08445 1.21517 -1.43291 0.14 0.31 0.03 0.02
H 2.21859 -1.74298 1.35276 -0.13 0.63 -0.03 0.16
H 1.12705 0.16537 2.77053 1.46 0.05 0.49 0.15
H 2.17098 2.26533 1.16328 -0.71 0.19 0.98 0.17
H -0.10350 -0.76985 0.84961 0.09 -0.17 -0.42 0.41
H 0.82063 1.58199 0.35405 0.23 -0.20 -1.98 0.06
H -2.11075 -0.92945 -1.16936 0.31 0.11 0.46 0.01
H -1.85181 -2.65267 -1.41624 -0.01 0.04 -0.01 0.06
O -1.53430 -1.86013 -0.95970 0.06 1.05 0.50 -0.04
H 0.16244 0.40459 -1.42719 0.65 -1.31 -0.44 -0.02
H -3.44963 0.34675 -1.14866 -2.30 0.07 -0.20 0.02
O -2.52282 0.34957 -1.08716 2.27 -0.97 0.12 -0.09

***

Entry 8:
14
Properties=species:S:1:pos:R:3:forces:R:3:lowdin_charge:R:1 method="wB97M-V/def2-TZVPD" charge=+1 total_energy_ha=-534.8552 relative_energy_kcal_mol=21.0 homo_lumo_gap_ev=10.0
N 1.37006 1.33311 -1.60419 0.95 -4.76 -0.35 0.22
H 2.07758 1.94885 -1.32213 1.44 1.34 0.13 0.11
H 0.68614 1.74672 -2.16376 -1.46 1.34 -0.96 0.10
H 1.77843 0.52299 -2.24904 -0.80 2.02 2.03 0.21
H 0.86639 0.95463 -0.67319 -0.06 0.27 -1.38 0.01
C -0.25057 -1.91705 -0.12406 0.93 -1.74 0.04 -0.19
C -0.19088 -1.00189 1.07992 -0.99 -0.35 0.59 -0.56
S -0.59512 0.70529 0.60882 1.81 0.78 1.84 0.80
H -0.68330 -1.52446 -1.01733 -0.53 0.86 -0.40 0.04
H -0.95702 -2.75898 0.14346 1.48 0.34 -0.49 0.10
H 0.78820 -2.19241 -0.46351 -1.10 -0.48 0.56 0.09
H -0.96396 -1.39191 1.75532 0.14 0.69 0.11 0.08
H 0.73331 -1.01563 1.71088 -0.55 0.27 -0.98 0.10
H -1.74559 0.60749 0.03232 -1.25 -0.58 -0.75 -0.12

***

Entry 9:
14
Properties=species:S:1:pos:R:3:forces:R:3:lowdin_charge:R:1 method="wB97M-V/def2-TZVPD" charge=+1 total_energy_ha=-534.8482 relative_energy_kcal_mol=25.5 homo_lumo_gap_ev=9.2
N 0.46364 2.53692 -0.13479 1.14 -0.19 -0.34 0.27
H -0.23203 3.20544 -0.40469 -1.03 0.16 -0.43 0.14
H 1.34247 2.82551 -0.65965 -1.00 -0.90 1.08 0.19
H 0.23629 1.51392 -0.24700 0.41 0.74 -0.54 0.05
H 0.54828 2.60828 0.87428 0.66 0.34 0.30 0.14
C -1.16910 -1.62480 -0.63885 0.42 -2.83 0.91 -0.19
C -0.27614 -1.21871 0.50771 2.36 -1.50 3.04 -0.56
S 1.43445 -0.49645 -0.05624 -0.31 -1.02 1.04 0.62
H -1.52290 -0.86836 -1.29391 -0.55 0.63 -0.37 0.05
H -0.60776 -2.40546 -1.21626 -0.18 1.04 0.09 0.09
H -1.95325 -2.31841 -0.20381 0.24 1.42 -0.48 0.11
H 0.05099 -2.21581 1.07852 -0.68 2.08 -1.37 0.11
H -0.58761 -0.57796 1.40612 -0.26 -0.61 -1.81 0.07
H 2.27265 -0.96412 0.98857 -1.21 0.66 -1.11 -0.08

***

Entry 10:
14
Properties=species:S:1:pos:R:3:forces:R:3:lowdin_charge:R:1 method="wB97M-V/def2-TZVPD" charge=+1 total_energy_ha=-534.8754 relative_energy_kcal_mol=8.4 homo_lumo_gap_ev=8.9
N -3.15620 0.41446 0.47580 -0.60 -0.31 0.67 0.31
H -3.39425 1.05973 1.23159 -0.35 0.50 -0.45 0.16
H -2.12977 0.35751 0.49332 0.45 -0.64 -0.31 0.02
H -3.63524 -0.45785 0.72733 0.63 -0.21 -0.03 0.16
H -3.50973 0.65337 -0.45106 0.11 0.59 0.10 0.16
C 1.96332 1.20420 -0.48407 0.13 -0.36 -0.50 -0.17
C 1.74531 -0.29826 -0.48472 -1.13 0.02 -0.27 -0.53
S 0.04693 -0.70700 0.16716 -0.03 -0.01 0.01 0.68
H 1.63924 1.55821 0.46821 0.09 0.59 0.73 0.05
H 1.42102 1.75814 -1.25122 -0.19 -0.31 -0.06 0.08
H 3.01292 1.41788 -0.64961 0.22 0.08 0.14 0.08
H 1.69628 -0.74610 -1.47561 0.55 0.06 0.06 0.06
H 2.43524 -0.82069 0.16738 0.12 -0.04 -0.11 0.07
H 0.37433 -1.55395 1.14867 0.00 0.05 0.03 -0.14

***

Q: Which of these has the highest charge?
A: number 2